one:
14
Properties=species:S:1:pos:R:3 method="wB97M-V/def2-TZVPD" homo_ev=-8.698 charge=0 smiles="[H]/N=C1/COC(=C)N1O"
H -1.622 2.098 -1.143
N -0.950 2.214 -0.377
C -0.535 1.107 0.035
C 0.277 1.008 1.303
O 0.928 -0.152 1.274
C 0.512 -0.934 0.222
C 0.907 -2.168 -0.041
N -0.327 -0.130 -0.522
O -1.249 -0.489 -1.469
H 0.965 1.926 1.194
H -0.352 1.297 2.234
H 0.575 -2.631 -1.000
H 1.644 -2.682 0.544
H -0.774 -0.464 -2.256

---

two:
14
Properties=species:S:1:pos:R:3 method="wB97M-V/def2-TZVPD" homo_ev=-9.475 charge=0
H 1.956 0.924 1.991
N 1.276 0.195 1.743
C 0.613 0.484 0.722
N 0.726 1.719 -0.031
O 0.228 1.394 -1.358
C -0.797 0.464 -1.217
C -0.452 -0.353 0.040
C -0.462 -1.805 0.241
O -1.400 -0.964 0.868
H 1.718 1.845 -0.198
H -0.915 -0.177 -2.139
H -1.795 0.989 -1.029
H -0.910 -2.426 -0.579
H 0.216 -2.288 0.948

---

three:
14
Properties=species:S:1:pos:R:3 method="wB97M-V/def2-TZVPD" homo_ev=-9.788 charge=0 smiles="C=N[N+](=O)[O-].C=C=C"
C 2.404 -0.782 -0.416
N 1.618 0.167 -0.185
N 1.513 1.422 -0.110
O 1.515 2.121 -1.080
O 1.349 1.878 1.016
H 3.502 -0.549 -0.554
H 2.008 -1.721 -0.591
C -2.111 1.001 -0.065
C -1.764 -0.271 -0.187
C -1.449 -1.509 -0.006
H -2.449 1.565 -0.891
H -2.367 1.482 0.880
H -0.479 -1.816 0.124
H -2.177 -2.298 0.080

---

four:
14
Properties=species:S:1:pos:R:3 method="wB97M-V/def2-TZVPD" homo_ev=-8.447 charge=0
C -1.330 0.450 -0.282
C 0.083 0.791 0.060
C -0.219 -0.404 -0.917
N 0.630 -0.451 1.953
C 0.511 0.501 -1.849
O 0.673 0.830 1.286
O -0.161 -1.768 -0.801
N 0.696 1.519 -1.083
H 0.512 -2.011 -0.144
H 0.011 -0.324 2.760
H 1.568 -0.584 2.315
H -1.887 -0.065 0.488
H -1.907 1.121 -0.907
H 0.818 0.395 -2.878

---

Stability comparison, relative energies in kJ/mol: one 0.0; two 13.2; three 391.4; four 171.7

---

one:
14
Properties=species:S:1:pos:R:3 method="wB97M-V/def2-TZVPD" homo_ev=-7.463 charge=0
C -0.968 -0.252 -0.043
C -0.775 -1.550 -0.007
C 1.226 -0.397 -0.114
C 0.204 0.503 -0.240
H -3.017 -0.280 0.568
H -2.309 1.290 -0.031
H -1.127 -2.560 -0.193
H 3.071 -0.524 0.814
H 2.867 0.890 -0.136
H -0.625 2.476 -0.568
N -2.269 0.177 -0.028
N 2.571 -0.085 -0.048
O 0.735 -1.575 -0.066
O 0.416 1.887 0.091

---

two:
14
Properties=species:S:1:pos:R:3 method="wB97M-V/def2-TZVPD" homo_ev=-9.427 charge=0 smiles="O=NN1CC=CCO1"
O 2.342 -0.390 1.137
N 1.389 0.343 1.268
N 0.369 0.072 0.436
C 0.267 -1.136 -0.285
C -0.744 -0.924 -1.392
C -1.482 0.180 -1.495
C -1.381 1.200 -0.424
O -0.788 0.679 0.783
H 1.223 -1.377 -0.758
H 0.084 -2.046 0.318
H -0.775 -1.733 -2.109
H -2.121 0.341 -2.361
H -0.773 2.059 -0.748
H -2.333 1.616 -0.045

---

three:
14
Properties=species:S:1:pos:R:3 method="wB97M-V/def2-TZVPD" homo_ev=-8.708 charge=0 smiles=NCc1ncc(O)o1
N -2.276 1.179 -0.511
C -0.793 1.275 -0.819
C -0.101 0.181 -0.209
N -0.632 -0.762 0.565
C 0.433 -1.495 0.923
C 1.574 -0.961 0.451
O 2.891 -1.312 0.686
O 1.292 0.027 -0.415
H -2.640 0.928 -1.363
H -2.469 0.597 0.192
H -0.467 1.228 -1.876
H -0.350 2.199 -0.457
H 0.222 -2.400 1.578
H 3.317 -0.685 1.255

---

Stability comparison, relative energies in kJ/mol: one 271.1; two 294.2; three 0.0

---

one:
14
Properties=species:S:1:pos:R:3 method="wB97M-V/def2-TZVPD" homo_ev=-8.298 charge=0 smiles=NCc1ocnc1O
N 1.972 0.191 0.071
C 0.943 -0.852 -0.070
C -0.395 -0.250 -0.070
O -1.449 -1.093 -0.063
C -2.528 -0.263 0.059
N -2.279 1.006 0.039
C -0.873 1.027 -0.115
O -0.035 2.134 -0.055
H 2.578 0.220 -0.723
H 2.608 -0.047 0.828
H 1.022 -1.551 0.832
H 1.090 -1.461 -0.964
H -3.474 -0.762 0.080
H 0.821 1.701 0.150

---

two:
14
Properties=species:S:1:pos:R:3 method="wB97M-V/def2-TZVPD" homo_ev=-9.688 charge=0 smiles="C=N[N+](=O)[O-].C=C=C"
C 0.174 1.912 1.813
N -0.391 1.214 0.977
N -1.432 0.426 0.776
O -2.342 0.829 0.093
O -1.347 -0.678 1.250
H -0.186 2.386 2.651
H 1.146 2.357 1.385
C -0.084 -2.212 -0.967
C 0.678 -1.243 -1.282
C 1.361 -0.245 -1.663
H 0.121 -3.122 -0.379
H -1.124 -2.035 -1.269
H 1.970 -0.155 -2.443
H 1.456 0.566 -0.943

---

Stability comparison, relative energies in kJ/mol: one 0.0; two 648.7

---

one:
14
Properties=species:S:1:pos:R:3 method="wB97M-V/def2-TZVPD" homo_ev=-7.834 charge=0
C 1.362 0.139 -1.290
C -0.761 -0.153 0.186
C 0.628 -0.296 -0.070
N -1.528 0.775 -0.500
O -1.547 -1.236 0.564
N 1.305 -0.643 1.074
C 0.519 -0.041 1.901
O 0.354 0.565 2.904
H -0.972 -1.974 0.811
H -1.595 1.660 -0.013
H -2.450 0.454 -0.761
H 1.558 1.216 -1.292
H 0.792 -0.104 -2.188
H 2.334 -0.361 -1.326

---

two:
14
Properties=species:S:1:pos:R:3 method="wB97M-V/def2-TZVPD" homo_ev=-8.740 charge=0 smiles="[H]/N=C1/OCC(=C)N1O"
H -2.874 0.911 -0.083
N -2.788 -0.129 -0.034
C -1.568 -0.386 -0.029
O -0.950 -1.597 -0.083
C 0.449 -1.457 -0.066
C 0.739 0.015 -0.070
C 1.967 0.460 -0.071
N -0.514 0.620 -0.193
O -0.785 1.967 -0.132
H 0.958 -1.950 -0.965
H 0.919 -1.944 0.863
H 2.713 -0.239 0.311
H 2.329 1.498 -0.258
H -0.596 2.229 0.811

---

three:
14
Properties=species:S:1:pos:R:3 method="wB97M-V/def2-TZVPD" homo_ev=-8.705 charge=0
C 0.523 -0.376 -0.103
C -0.093 0.917 0.363
C -2.142 0.169 -0.189
C -1.785 -1.046 -0.044
H 3.290 0.100 -1.417
H 3.374 -0.399 0.942
H -0.523 0.793 1.301
H 0.554 1.916 0.230
H -3.271 0.282 -0.339
H -2.454 -1.824 -0.170
N 2.559 0.372 -0.176
N 1.692 -0.835 -0.119
O -1.230 1.228 -0.313
O -0.493 -1.298 0.034

---

four:
14
Properties=species:S:1:pos:R:3 method="wB97M-V/def2-TZVPD" homo_ev=-9.675 charge=0
H -2.144 1.420 0.064
N -1.166 1.234 -0.214
C -0.899 -0.011 -0.136
N -1.982 -0.993 -0.150
O -3.199 -0.322 0.208
O 0.303 -0.462 -0.223
C 1.231 0.486 0.161
C 2.623 -0.109 -0.009
C 3.742 -0.509 -0.101
H -1.938 -1.957 0.328
H -3.657 -0.101 -0.665
H 1.190 1.346 -0.536
H 1.209 1.004 1.207
H 4.688 -1.027 0.064

---

Stability comparison, relative energies in kJ/mol: one 0.0; two 57.1; three 605.8; four 236.6

---

one:
14
Properties=species:S:1:pos:R:3 method="wB97M-V/def2-TZVPD" homo_ev=-9.766 charge=0
H 1.746 2.571 -0.885
N 0.766 2.675 -1.039
C -0.261 1.960 -0.385
N 0.106 0.872 0.531
C -1.043 -0.077 1.010
C -0.387 -0.646 -0.253
C 0.421 -1.736 -0.065
O 0.184 -2.739 -0.797
O 1.432 -1.861 0.768
H -1.117 2.275 -0.912
H -0.730 -0.463 1.931
H -2.091 0.425 0.991
H -0.738 -0.408 -1.296
H 1.711 -2.847 0.400

---

two:
14
Properties=species:S:1:pos:R:3 method="wB97M-V/def2-TZVPD" homo_ev=-8.777 charge=0 smiles=N[C@]12ON1[C@H]1C[C@]12O
N -0.366 -2.089 0.566
C -0.242 -0.944 -0.187
O -0.652 -0.826 -1.490
N 0.773 -0.678 -1.228
C 0.956 0.701 -0.645
C -0.309 1.517 -0.561
C -0.030 0.447 0.458
O -0.012 0.585 1.826
H -1.017 -1.998 1.333
H -0.493 -2.922 0.008
H 1.957 1.090 -0.661
H -1.087 1.398 -1.300
H -0.167 2.528 -0.207
H 0.689 1.192 2.085

---

Stability comparison, relative energies in kJ/mol: one 0.0; two 29.2

---

one:
14
Properties=species:S:1:pos:R:3 method="wB97M-V/def2-TZVPD" homo_ev=-9.100 charge=0
C -1.629 -1.560 0.141
C -1.280 1.819 -0.241
C 0.727 -0.687 -0.243
C 1.611 0.439 0.568
H -2.182 -1.597 -0.778
H -2.099 -1.418 1.021
H -1.013 -2.350 0.061
H -0.771 1.759 -1.083
H -1.899 2.720 0.061
H 2.308 0.601 2.197
N -0.666 -0.419 -0.131
N -1.276 0.757 0.427
O 1.354 -1.729 -0.264
O 1.482 1.460 -0.349

---

two:
14
Properties=species:S:1:pos:R:3 method="wB97M-V/def2-TZVPD" homo_ev=-9.417 charge=0
C 0.435 0.301 -0.048
C -1.621 0.714 -0.011
C -2.229 -0.448 0.743
C -1.331 -0.598 -0.574
H 3.030 -1.358 0.194
H 2.382 1.493 -0.392
H -2.272 1.547 -0.463
H -3.084 -0.956 0.508
H -1.798 -0.828 1.727
H -1.923 -1.075 -1.219
N 1.916 0.336 -0.557
N -0.325 1.188 0.276
O 2.584 -0.416 0.740
O 0.042 -0.747 -0.622

---

three:
14
Properties=species:S:1:pos:R:3 method="wB97M-V/def2-TZVPD" homo_ev=-9.790 charge=0
O -1.514 1.624 0.247
C -0.372 1.038 -0.086
C 1.023 1.448 -0.075
N 2.188 0.732 0.036
O 2.029 -0.658 -0.083
N -0.393 -0.130 -0.703
C -0.583 -1.163 0.525
C -1.722 -0.616 -0.276
H 1.244 2.670 -0.248
H 2.933 -0.938 -0.175
H -0.194 -2.105 0.164
H -0.208 -1.022 1.583
H -2.249 -1.112 -1.088
H -2.181 0.231 0.179

---

Stability comparison, relative energies in kJ/mol: one 185.2; two 69.2; three 0.0